92
Properties=species:S:1:pos:R:3:mulliken_charge:R:1 method="wB97M-V/def2-TZVPD" gap_ev="4.85 / 4.74" s2=2.0604 spin_multiplicity=3 energy_ev=-96149.9983 homo_ev="-3.336 / -3.793" charge=-1 e_above_lowest_kj_mol=0.0
Ti 0.14599 0.23475 0.33109 -0.99
O -1.42484 1.21077 -0.50919 1.00
N 1.32149 0.05239 -4.93194 -0.71
N 0.73821 2.17903 0.88041 0.82
N -1.00534 2.64604 2.54233 -0.42
N 2.50161 2.56853 -0.75005 -0.47
N -0.95583 -2.06111 2.73081 -0.37
N -4.41618 3.72340 -3.10190 -0.68
N 2.71201 -2.13415 -0.34582 -0.41
N -3.61187 -0.63471 -2.66514 -0.77
N 2.18237 0.21598 -0.31017 0.28
N 1.89666 -2.18928 -4.75497 -0.50
N -1.73103 3.41805 -0.92331 -0.14
N -1.74946 -1.69195 -0.27497 1.65
N 0.80854 -1.66593 1.09240 0.73
N -3.46712 -0.48898 0.69587 0.28
N -0.78066 0.27461 2.18104 1.12
N 0.34491 0.00539 -2.32077 0.92
C -2.04832 -4.01282 -0.84336 -1.32
C 1.63197 6.69554 0.71661 -0.65
C 1.59950 2.97280 0.17437 -0.65
C 1.77883 -2.47556 0.55238 -0.70
C 1.96354 -6.11848 1.51435 -0.68
C 0.18072 -4.92527 2.65606 -0.34
C 0.02184 2.99353 1.71645 -1.41
C -4.16514 1.05029 5.25653 -0.63
C -3.11047 1.79806 -2.01263 0.50
C 3.87462 -0.51577 -1.71659 0.26
C -1.31134 -0.81474 2.81975 -0.29
C -3.37936 0.45458 -2.36560 0.11
C 4.77580 -1.27074 -2.45479 0.11
C 0.84087 -1.07422 -2.89251 0.31
C -3.85658 -2.78129 0.10478 -1.14
C 1.65905 -3.80254 1.07647 0.28
C 0.08750 -2.43123 1.96220 -0.61
C -1.34267 1.41969 2.73569 -0.15
C 5.56552 -0.60131 -3.37505 -0.74
C 0.58473 -3.77314 1.97216 0.43
C 2.04924 5.52418 0.14213 -0.35
C 1.35546 -1.04958 -4.19754 0.10
C -3.28299 1.75411 4.44797 -0.22
C 0.61373 6.70901 1.70821 -0.64
C -1.30210 -2.86226 -0.74717 -0.20
C 0.43043 4.34019 1.54421 0.74
C 2.36811 -4.98811 0.84448 -0.17
C 2.75483 1.31655 -0.93439 -0.38
C 0.01219 5.55309 2.12870 -0.53
C -3.83470 2.83747 -2.64282 -0.47
C 0.79454 1.13051 -4.35005 -0.80
C -2.37063 -0.36798 3.74086 0.13
C 4.58069 1.53755 -2.78190 -0.31
C 3.78215 0.85798 -1.87297 0.29
C 0.87447 -6.08804 2.41641 -0.71
C 5.46549 0.78753 -3.53895 -0.66
C -2.39126 1.01582 3.68788 0.12
C -3.36948 -3.95861 -0.39747 -0.59
C 0.32111 1.12631 -3.05459 -0.30
C -4.14420 -0.34757 5.30802 -0.69
C 2.87545 -0.89238 -0.71139 -0.41
C -3.01407 -1.65400 0.15051 -0.16
C -2.07027 2.12470 -1.12225 0.42
C 1.43419 4.32889 0.55606 0.90
C -3.23827 -1.07868 4.55163 -0.27
H 2.47211 -2.00092 -5.56082 0.30
H -0.76074 5.55763 2.88482 0.55
H -1.11929 3.65414 -0.15494 0.12
H 0.76656 2.04036 -4.93491 0.41
H 2.82611 5.50650 -0.61014 0.55
H -4.88474 1.59045 5.85892 0.39
H 0.58750 -6.99994 2.92516 0.40
H 3.20341 -5.00282 0.15776 0.55
H -0.26077 -2.87907 -1.05301 -0.24
H -1.60648 -4.91754 -1.23154 0.50
H -0.65465 -4.89008 3.34152 0.56
H 2.07967 7.63270 0.41243 0.39
H -4.86919 -2.69726 0.47372 0.45
H 2.30772 -2.83749 -4.10192 0.28
H 2.48440 -7.05355 1.35229 0.39
H 6.27452 -1.15464 -3.97817 0.40
H 4.84697 -2.34078 -2.30945 0.59
H -3.28587 2.83445 4.40257 0.57
H -2.28313 4.14847 -1.33968 0.23
H -0.04072 2.03466 -2.59264 0.23
H 6.09259 1.27880 -4.27218 0.40
H -4.46122 -0.36406 0.76299 0.32
H 0.31345 7.65665 2.13771 0.39
H 0.88824 -1.98842 -2.31116 -0.21
H -2.91231 0.33297 0.50360 -0.31
H 4.49745 2.60984 -2.89387 0.56
H -4.84721 -0.86351 5.94940 0.40
H -3.20474 -2.15917 4.58145 0.57
H -4.00384 -4.83526 -0.43841 0.39